The following is a DFT calculation (wB97M-V/def2-TZVPD) of an isolated ion of composition C4H7N2O and charge +1 at a distorted geometry.

XYZ file:
```
14
Properties=species:S:1:pos:R:3:forces:R:3
C -0.154 -0.329 0.050 -0.7252 2.1536 0.8440
C -1.121 1.683 1.065 0.2805 0.2442 -0.2212
C 1.796 -0.499 -1.388 -0.1790 -0.1128 0.1080
C -0.111 1.031 0.247 0.1746 -0.9578 -0.2953
N 0.842 -0.999 -0.697 0.6471 -0.7046 -0.5578
N -1.109 -1.101 0.562 -0.0374 -0.4070 -0.0176
O -2.030 1.099 1.618 -0.2985 -0.1966 0.1454
H -1.009 2.770 1.160 -0.0578 0.0649 0.0827
H 1.918 0.571 -1.488 -0.1521 0.0435 0.1190
H 2.501 -1.150 -1.886 -0.0721 -0.1857 0.0196
H 0.667 1.644 -0.172 0.1059 0.0313 -0.0198
H 0.753 -2.020 -0.649 0.2807 0.2238 -0.1469
H -1.807 -0.601 1.130 0.1246 -0.1239 -0.0835
H -1.138 -2.099 0.449 -0.0913 -0.0729 0.0233
```
Positions in Å, forces in eV/Å.

Output
Total energy: -9280.8382 eV
SMILES: C=[NH+]/C(N)=C/C=O
ΔE to the lowest compared entry with this formula, charge and spin: 188.3 kJ/mol
Gap between HOMO and LUMO (spin up / spin down): 7.04 / 7.04 eV
Charge: +1